The following is a quantum chemistry calculation of a cluster of 3 separate species, CH10NO2 in total in a non-equilibrium geometry, from the OMol25 dataset.

Computed properties:
E_LUMO (eV): -3.5
HOMO-LUMO gap (Eh): 0.46214
Net charge: +1

Element x y z (Å)
O 2.06181 0.18247 -1.14910
O -0.65401 -1.63775 -0.83548
N -0.18501 0.74778 0.38123
C -1.10908 0.32128 1.49145
H -0.69084 1.25029 -0.33737
H -1.10227 -1.42272 -1.66175
H -2.06531 0.83818 1.43927
H 0.20641 -0.10428 -0.07443
H 0.60188 1.24470 0.76728
H -0.02145 -2.35251 -1.07748
H -0.61837 0.51589 2.43677
H 2.20529 1.10219 -0.89298
H -1.36174 -0.71432 1.33019
H 2.73269 0.02880 -1.81759

Forces on atoms 1 to 3 (eV/Å):
-0.24 0.41 0.28
0.73 -0.64 -0.33
-0.25 -1.20 0.44

Just the natural (NBO) charges please, in e? Sure, here they are: number 1, O, carries -0.964; number 2, O, carries -0.972; number 3, N, carries -0.695; number 4, C, carries -0.431; number 5, H, carries 0.438; number 6, H, carries 0.493; number 7, H, carries 0.236; number 8, H, carries 0.499; number 9, H, carries 0.430; number 10, H, carries 0.506; number 11, H, carries 0.235; number 12, H, carries 0.469; number 13, H, carries 0.253; number 14, H, carries 0.503

The following is a quantum chemistry calculation of a structure of composition C7H20ClGaOSiSn in a non-equilibrium geometry, from the OMol25 dataset.

Computed properties:
E_LUMO (eV): 5.3
HOMO-LUMO gap (Eh): 0.16902
Net charge: -2

Element x y z (Å)
Sn 0.90645 -1.48423 -0.50174
Ga -2.67308 -1.59727 0.90519
Cl -3.79680 0.13203 0.17785
Si 2.22182 1.87731 -0.36613
O 1.54894 0.41234 -0.45099
C -0.53446 -1.25077 1.14673
C -3.48657 -2.04027 2.67017
C 0.85985 3.14334 -0.07172
C -0.26295 -1.16357 -2.32192
C 3.49885 1.95413 1.01950
C 3.13573 2.29220 -1.96279
C -2.85033 -3.15726 -0.30891
H 3.72082 3.21568 -1.84031
H 3.82796 1.48243 -2.23096
H -0.38881 -0.26227 1.60292
H -3.84243 -3.07972 2.66418
H 4.13575 1.05844 1.00501
H -2.77189 -1.90775 3.49279
H -3.69186 -2.98033 -0.98969
H -3.06054 -4.04735 0.29838
H 0.02283 2.97378 -0.76552
H 0.46968 3.06011 0.95263
H -1.94006 -3.32952 -0.89481
H -0.22749 -2.02692 1.87654
H -4.34050 -1.36861 2.82479
H 0.19559 -0.32868 -2.86374
H 3.01101 2.01069 2.00134
H -0.19166 -2.08721 -2.90913
H 2.43690 2.43794 -2.79696
H 1.22244 4.17107 -0.21562
H 4.14845 2.83389 0.91081
H -1.30364 -0.94367 -2.05789

Forces on atoms 1 to 3 (eV/Å):
-0.05 -1.39 0.56
2.96 -0.74 0.63
-0.72 1.12 -0.56

Just the natural (NBO) charges please, in e? Sure, here they are: number 1, Sn, carries 0.857; number 2, Ga, carries 1.424; number 3, Cl, carries -0.632; number 4, Si, carries 1.941; number 5, O, carries -1.320; number 6, C, carries -1.438; number 7, C, carries -1.208; number 8, C, carries -1.137; number 9, C, carries -1.151; number 10, C, carries -1.139; number 11, C, carries -1.137; number 12, C, carries -1.210; number 13, H, carries 0.198; number 14, H, carries 0.229; number 15, H, carries 0.199; number 16, H, carries 0.187; number 17, H, carries 0.234; number 18, H, carries 0.201; number 19, H, carries 0.196; number 20, H, carries 0.189; number 21, H, carries 0.244; number 22, H, carries 0.232; number 23, H, carries 0.214; number 24, H, carries 0.187; number 25, H, carries 0.197; number 26, H, carries 0.197; number 27, H, carries 0.225; number 28, H, carries 0.187; number 29, H, carries 0.225; number 30, H, carries 0.195; number 31, H, carries 0.199; number 32, H, carries 0.214

The following is a quantum chemistry calculation of a structure of composition C21H36P2SeTc in a non-equilibrium geometry, from the OMol25 dataset.

Computed properties:
Multiplicity: 4
E_LUMO (alpha / beta) (eV): -5.8 / -7.9
HOMO-LUMO gap (alpha / beta) (Eh): 0.28114 / 0.21907
Net charge: +2

Element x y z (Å)
Tc 0.31265 -0.12826 -1.41975
Se -1.31839 0.79858 2.58480
P -0.07356 -2.54913 -0.48885
P -0.89771 2.41163 1.11158
C 1.93780 0.91927 -4.05168
C 0.68884 -4.21880 -0.82463
C -2.18968 3.48323 1.56105
C 2.59244 -0.36066 -3.62865
C 1.87807 -1.06151 -2.45495
C -0.96156 -0.17814 5.18910
C -0.36589 -1.05033 -4.07185
C -1.63387 0.10907 -0.60482
C 0.53756 0.59065 6.90069
C 1.30958 1.18040 5.90226
C -1.55215 -3.24753 0.46703
C -0.43502 1.28835 -3.10436
C 0.94786 1.12590 4.56799
C -1.45703 1.61109 -0.45224
C -0.29723 0.59388 4.22294
C 0.40584 -1.56575 -2.91613
C 1.01294 -1.84000 0.59930
C 0.96670 1.36582 -2.94702
C -0.62554 -0.09189 6.50417
C -1.17872 0.28781 -3.90585
C 0.67425 3.16852 0.57678
H 0.43829 3.53682 -0.44316
H 0.72453 0.68477 7.95500
H 1.62896 1.51614 3.82618
H 0.12321 -2.65643 -2.71679
H -1.28060 -0.58555 7.22178
H -1.91078 -4.07498 -0.14388
H 1.51837 2.44652 0.51444
H 0.40097 -0.99402 -4.83838
H -3.05803 2.84407 1.62270
H 2.94919 -0.98132 -4.49360
H -1.24318 -3.65942 1.45359
H 2.70997 1.67628 -4.21572
H -1.53587 0.66483 -4.88663
H 1.28352 2.35007 -2.54049
H -0.62554 1.96514 -1.05592
H 1.59008 0.78939 -5.08326
H 3.55961 -0.13783 -3.19588
H -2.21836 2.25735 -0.88712
H -2.34317 -2.51476 0.61545
H 2.23634 1.62532 6.26023
H -2.51596 -0.05381 -1.21641
H -1.06065 2.17974 -2.88868
H 0.22104 -4.61203 -1.69592
H -2.26818 4.07771 0.67102
H 0.61932 -2.31853 1.51038
H -1.11403 -1.84574 -4.27158
H -2.14728 0.09645 -3.38668
H -1.81304 -0.78796 4.83470
H -1.79381 -0.32828 0.39462
H 1.72199 -4.15869 -1.05118
H 1.00617 -0.72041 0.80587
H 0.94139 4.07867 1.15231
H 0.51003 -4.91409 0.04435
H 2.02224 -2.22583 0.48363
H 2.44890 -1.94911 -2.11732
H -2.00379 4.08734 2.44544

Forces on atoms 1 to 3 (eV/Å):
-0.98 -1.22 0.08
0.67 -1.09 0.41
-2.47 -1.58 -0.96

Just the natural (NBO) charges please, in e? Sure, here they are: number 1, Tc, carries 0.570; number 2, Se, carries 0.156; number 3, P, carries 1.138; number 4, P, carries 1.318; number 5, C, carries -0.448; number 6, C, carries -0.911; number 7, C, carries -0.979; number 8, C, carries -0.434; number 9, C, carries -0.403; number 10, C, carries -0.246; number 11, C, carries -0.489; number 12, C, carries -0.699; number 13, C, carries -0.175; number 14, C, carries -0.181; number 15, C, carries -0.899; number 16, C, carries -0.083; number 17, C, carries -0.257; number 18, C, carries -0.760; number 19, C, carries -0.153; number 20, C, carries -0.136; number 21, C, carries -1.062; number 22, C, carries -0.337; number 23, C, carries -0.182; number 24, C, carries -0.478; number 25, C, carries -0.961; number 26, H, carries 0.262; number 27, H, carries 0.242; number 28, H, carries 0.217; number 29, H, carries 0.223; number 30, H, carries 0.243; number 31, H, carries 0.257; number 32, H, carries 0.284; number 33, H, carries 0.251; number 34, H, carries 0.285; number 35, H, carries 0.237; number 36, H, carries 0.249; number 37, H, carries 0.251; number 38, H, carries 0.289; number 39, H, carries 0.247; number 40, H, carries 0.245; number 41, H, carries 0.235; number 42, H, carries 0.229; number 43, H, carries 0.274; number 44, H, carries 0.245; number 45, H, carries 0.240; number 46, H, carries 0.246; number 47, H, carries 0.230; number 48, H, carries 0.251; number 49, H, carries 0.250; number 50, H, carries 0.281; number 51, H, carries 0.247; number 52, H, carries 0.237; number 53, H, carries 0.224; number 54, H, carries 0.232; number 55, H, carries 0.250; number 56, H, carries 0.249; number 57, H, carries 0.297; number 58, H, carries 0.270; number 59, H, carries 0.292; number 60, H, carries 0.234; number 61, H, carries 0.294

Short version: energy above the lowest of the compared OMol25 structures with the same formula, charge and spin = 64.20; 0.00; 191.90 kJ/mol, in the order given.
Short version: calculated total energy = -249.08596; -3242.80133; -3985.86484 Ha, in the order given.